Record 1
The following is a DFT calculation (ωB97M-V with the def2-TZVPD basis set) of a 2-piece molecular cluster, CH4N2S2 overall.

Last column: Löwdin charge in e.
Element x y z (Å)
N  -0.07  0.06  -0.19  -0.220
S  0.00  -1.77  0.24  0.235
H  -0.10  -0.17  -1.17  0.047
H  -0.83  0.38  0.28  0.015
H  0.88  0.26  0.08  0.002
N  3.01  -0.10  -0.25  0.099
C  4.20  0.02  -0.13  -0.880
S  5.60  0.65  0.07  0.735
H  2.39  -0.87  -0.17  -0.032

energy relative to the best compared isomer or geometry (same formula, charge and spin)	1.960	eV
frontier orbital gap	0.316	Eh
charge	0
DFT total energy	-25750.5303	eV
LUMO level	0.12	eV
SMILES	[NH3+][S-].N=C=S

Record 2
The following is a DFT calculation (ωB97M-V with the def2-TZVPD basis set) of C40H37AsN2ORuS4Te as an isolated structure.

Last column: Löwdin charge in e.
Element x y z (Å)
Ru  0.90  -0.31  3.49  0.775
C  -0.54  -4.31  2.73  -0.106
C  -1.84  -4.07  2.27  -0.126
C  -2.32  -2.78  2.27  -0.076
C  -1.51  -1.73  2.71  -0.267
C  -0.19  -1.95  3.15  -0.268
C  0.26  -3.27  3.16  -0.111
C  -1.95  -0.33  2.71  -0.249
C  -3.27  0.07  2.34  -0.002
C  -3.62  1.38  2.39  -0.020
C  -2.67  2.34  2.81  -0.173
C  -2.96  3.72  2.87  -0.058
C  -2.00  4.61  3.26  -0.099
C  -0.71  4.15  3.60  -0.064
C  -0.40  2.82  3.56  -0.030
C  -1.38  1.88  3.16  -0.211
N  -1.05  0.55  3.08  0.028
H  -0.16  -5.33  2.74  0.095
H  -2.46  -4.89  1.92  0.092
H  -3.33  -2.59  1.91  0.093
H  1.26  -3.48  3.53  0.044
H  -3.98  -0.68  2.03  0.098
H  -4.61  1.70  2.11  0.110
H  -3.96  4.05  2.60  0.102
H  -2.23  5.67  3.31  0.091
H  0.05  4.86  3.91  0.104
H  0.60  2.47  3.79  0.056
S  4.03  1.12  6.60  -0.236
As  2.70  -0.45  6.19  -0.519
S  0.60  0.33  5.65  0.058
S  2.85  -1.39  4.16  0.043
S  2.49  -1.96  7.64  -0.252
C  -3.35  -4.14  -5.21  -0.068
C  -2.67  -3.42  -4.08  -0.289
C  -1.84  -4.09  -3.20  -0.034
C  -1.20  -3.43  -2.15  -0.315
C  -0.32  -4.23  -1.22  -0.093
C  -1.38  -2.04  -1.98  -0.394
Te  -0.32  -1.08  -0.36  1.559
N  1.21  0.19  1.61  -0.140
C  2.19  1.03  1.83  -0.646
O  2.30  1.56  2.98  -0.152
C  3.23  1.37  0.80  -0.136
C  3.53  0.48  -0.23  -0.030
C  4.51  0.79  -1.16  -0.093
C  5.18  2.00  -1.08  -0.115
C  4.89  2.89  -0.06  -0.098
C  3.92  2.57  0.88  -0.020
C  0.41  0.50  -1.58  -0.413
C  1.20  0.22  -2.69  -0.312
C  1.57  -1.18  -3.11  -0.075
C  1.72  1.27  -3.44  -0.034
C  1.50  2.59  -3.10  -0.276
C  2.14  3.72  -3.86  -0.059
C  0.69  2.85  -2.00  -0.017
C  0.13  1.83  -1.24  -0.297
C  -0.73  2.21  -0.06  -0.073
C  -2.26  -1.37  -2.84  -0.295
C  -2.59  0.09  -2.66  -0.066
C  -2.87  -2.06  -3.88  -0.035
H  -3.03  -5.18  -5.26  0.065
H  -3.12  -3.67  -6.18  0.072
H  -4.44  -4.13  -5.10  0.073
H  -1.68  -5.15  -3.32  0.104
H  -0.34  -5.29  -1.50  0.071
H  -0.65  -4.15  -0.19  0.046
H  0.71  -3.88  -1.25  0.060
H  2.98  -0.45  -0.27  0.100
H  4.74  0.09  -1.95  0.096
H  5.95  2.24  -1.81  0.087
H  5.42  3.83  0.01  0.090
H  3.70  3.23  1.71  0.115
H  1.80  -1.80  -2.24  0.044
H  2.44  -1.16  -3.77  0.071
H  0.75  -1.67  -3.64  0.077
H  2.37  1.05  -4.29  0.108
H  2.72  3.35  -4.70  0.066
H  2.81  4.28  -3.21  0.076
H  1.39  4.42  -4.25  0.071
H  0.50  3.88  -1.71  0.115
H  -0.83  3.30  0.01  0.082
H  -0.28  1.84  0.85  0.039
H  -1.72  1.77  -0.14  0.059
H  -2.67  0.34  -1.61  0.048
H  -3.53  0.33  -3.16  0.071
H  -1.81  0.73  -3.08  0.080
H  -3.55  -1.52  -4.54  0.110

frontier orbital gap (alpha / beta)	0.186 / 0.186	Eh
charge	-2
DFT total energy	-161168.0074	eV
LUMO level (alpha / beta)	3.51 / 3.51	eV

Record 3
The following is a DFT calculation (ωB97M-V with the def2-TZVPD basis set) of a 13-piece molecular cluster, BF4H24O12 overall.

Last column: Löwdin charge in e.
Element x y z (Å)
B  -8.15  0.48  14.51  -1.199
F  -6.93  0.50  15.12  0.163
F  -9.22  0.76  15.49  0.010
F  -8.25  1.54  13.60  0.123
F  -8.51  -0.77  13.95  0.096
O  -5.15  1.53  13.15  -0.054
H  -5.32  1.06  13.96  0.032
H  -4.23  1.20  12.98  0.057
O  -6.71  4.02  12.46  -0.059
H  -6.19  3.22  12.77  0.046
H  -7.52  3.74  12.06  0.037
O  -9.81  3.63  15.54  -0.017
H  -9.56  2.82  15.15  -0.004
H  -10.66  3.38  15.88  0.037
O  -2.24  0.32  12.53  -0.076
H  -1.72  1.16  12.44  0.070
H  -2.37  0.00  11.63  -0.012
O  -7.99  5.52  14.45  -0.061
H  -8.69  5.15  15.04  0.021
H  -7.63  4.76  14.05  -0.039
O  -11.67  0.15  14.05  -0.052
H  -10.76  0.01  14.42  0.024
H  -12.03  -0.57  14.52  0.014
O  -10.08  -1.44  11.66  -0.066
H  -9.34  -1.99  11.87  0.010
H  -10.27  -0.86  12.42  0.013
O  -7.66  8.40  12.95  -0.057
H  -7.63  7.56  13.40  -0.008
H  -7.98  8.28  12.04  0.046
O  -6.74  0.05  11.11  -0.023
H  -7.63  -0.26  11.10  0.031
H  -6.56  0.40  11.98  0.013
O  -3.35  -0.73  10.06  -0.059
H  -4.20  -0.34  10.24  0.004
H  -3.09  -0.38  9.17  0.080
O  -4.81  6.93  12.52  -0.070
H  -5.53  7.49  12.73  -0.030
H  -5.34  6.09  12.56  0.034
O  -5.37  1.94  9.88  -0.087
H  -5.37  2.84  10.26  0.037
H  -6.10  1.49  10.32  -0.025

energy relative to the best compared isomer or geometry (same formula, charge and spin)	0.341	eV
frontier orbital gap	0.399	Eh
charge	-1
DFT total energy	-36516.9500	eV
LUMO level	2.59	eV

Record 4
The following is a DFT calculation (ωB97M-V with the def2-TZVPD basis set) of a 3-piece molecular cluster, C4H15NO2 overall.

Last column: Löwdin charge in e.
Element x y z (Å)
C  2.25  0.07  -1.84  -0.180
N  2.74  0.01  -0.44  -0.132
C  3.08  -0.12  1.94  -0.113
C  2.37  0.66  0.85  -0.462
C  0.85  0.55  0.95  -0.130
H  1.89  -0.95  -2.04  0.052
H  3.04  0.08  -2.59  0.054
H  1.49  0.84  -1.90  0.058
H  3.71  -0.25  -0.47  0.073
H  2.68  0.17  2.91  0.070
H  4.16  -0.15  1.78  0.065
H  2.80  -1.18  1.86  0.074
H  2.71  1.69  0.78  0.114
H  0.54  -0.39  1.42  0.056
H  0.42  0.55  -0.05  0.043
H  0.50  1.34  1.61  0.064
H  -2.95  -4.15  -0.67  -0.064
H  -3.91  -4.42  0.43  -0.069
O  -3.67  -3.71  -0.18  -0.416
H  -6.45  2.60  -1.58  0.029
H  -5.45  2.18  -0.53  0.003
O  -5.78  2.98  -0.96  -0.188

energy relative to the best compared isomer or geometry (same formula, charge and spin)	1.523	eV
frontier orbital gap (alpha / beta)	0.075 / 0.319	Eh
charge	-1
DFT total energy	-9973.9133	eV
2S+1	2
LUMO level (alpha / beta)	3.28 / 3.24	eV

Record 5
The following is a DFT calculation (ωB97M-V with the def2-TZVPD basis set) of C12H6ClN4O4PtS as an isolated structure.

Last column: Löwdin charge in e.
Element x y z (Å)
Pt  0.99  1.72  -1.40  1.385
O  2.21  3.83  -4.61  -0.159
Cl  2.28  3.94  -3.22  1.235
O  2.91  5.04  -2.64  -0.159
O  -0.27  2.93  -1.70  -0.422
O  2.67  1.23  -1.70  -0.422
S  -2.10  -3.64  2.97  1.338
N  -1.32  -2.29  3.39  -0.131
C  -0.97  -1.68  2.28  -0.199
C  -0.25  -0.44  2.17  -0.050
C  0.18  0.31  3.28  0.105
C  0.86  1.49  3.06  0.051
C  1.10  1.90  1.75  -0.013
N  0.68  1.17  0.71  -0.001
C  0.02  0.03  0.88  -0.108
C  -0.41  -0.71  -0.33  -0.108
N  -0.11  -0.19  -1.51  -0.001
C  -0.46  -0.80  -2.66  -0.013
C  -1.15  -2.00  -2.65  0.051
C  -1.48  -2.57  -1.43  0.105
C  -1.11  -1.92  -0.25  -0.050
C  -1.40  -2.42  1.06  -0.199
N  -2.04  -3.53  1.37  -0.131
H  -0.03  -0.05  4.28  0.156
H  1.21  2.10  3.88  0.149
H  1.63  2.82  1.55  0.143
H  -0.19  -0.32  -3.59  0.143
H  -1.43  -2.47  -3.58  0.149
H  -2.03  -3.51  -1.38  0.156

frontier orbital gap (alpha / beta)	0.201 / 0.202	Eh
charge	+3
DFT total energy	-53252.1814	eV
2S+1	5
LUMO level (alpha / beta)	-14.29 / -14.31	eV

Record 6
The following is a DFT calculation (ωB97M-V with the def2-TZVPD basis set) of a 2-piece molecular cluster, C4H4O overall.

Last column: Löwdin charge in e.
Element x y z (Å)
C  -0.26  0.20  -1.00  -0.294
C  -1.22  0.23  -1.82  0.145
C  0.15  0.93  0.31  -0.455
C  1.17  0.07  -0.18  0.040
O  -0.27  1.78  0.95  0.212
H  -1.74  -1.44  1.00  0.087
H  2.14  0.32  -0.59  0.124
H  -1.01  -1.21  0.97  0.032
H  1.04  -0.89  0.35  0.110

energy relative to the best compared isomer or geometry (same formula, charge and spin)	6.174	eV
frontier orbital gap	0.360	Eh
charge	0
DFT total energy	-6253.2055	eV
LUMO level	-0.64	eV